No. 1
This record from OMol25 describes C13H28SSi in the gas phase in a non-equilibrium geometry. The level of theory is wB97M-V/def2-TZVPD.

Geometry as XYZ:
```
43
Properties=species:S:1:pos:R:3:nbo_charge:R:1
S -0.46 2.29 3.47 0.222
C -1.52 4.62 2.20 -0.422
C -0.91 4.04 3.22 -0.324
C -2.32 1.67 -1.60 -0.606
C -1.04 -4.10 -1.95 -0.606
C 3.41 -2.40 1.23 -0.604
C 0.18 1.85 1.84 -0.549
C -0.98 1.45 -2.44 -0.398
C -0.21 -2.85 -1.58 -0.412
C 2.11 -1.70 1.35 -0.412
C -0.45 0.62 1.28 -0.874
C 0.31 1.03 -1.80 -0.866
C -0.94 -1.72 -1.02 -0.864
C 1.84 -0.70 0.23 -0.889
Si 0.11 -0.23 -0.38 1.692
H -1.84 4.06 1.32 0.194
H -1.58 5.70 2.19 0.208
H -0.64 4.73 4.05 0.212
H -2.48 0.81 -1.01 0.192
H -2.27 2.54 -0.88 0.199
H -3.21 1.87 -2.15 0.219
H -1.80 -4.32 -1.14 0.200
H -1.64 -4.01 -2.84 0.206
H -0.47 -5.03 -2.03 0.213
H 3.78 -2.48 0.14 0.198
H 4.27 -1.88 1.59 0.205
H 3.53 -3.35 1.75 0.212
H 0.13 2.69 1.13 0.233
H 1.26 1.67 1.91 0.216
H -0.79 2.41 -2.89 0.199
H -1.14 0.78 -3.26 0.200
H 0.40 -2.58 -2.43 0.205
H 0.64 -3.08 -0.82 0.201
H 1.36 -2.45 1.39 0.191
H 2.05 -1.24 2.30 0.204
H -0.40 -0.24 1.97 0.228
H -1.59 0.68 1.10 0.224
H 1.11 0.79 -2.45 0.240
H 0.73 1.84 -1.23 0.215
H -1.71 -1.24 -1.67 0.226
H -1.54 -1.92 -0.09 0.224
H 2.51 -0.90 -0.65 0.224
H 2.18 0.28 0.67 0.222
```

lowest unoccupied orbital energy = 0.8599 eV
spin multiplicity = 1

No. 2
This record from OMol25 describes a molecular structure, C4H9N2 in a non-equilibrium geometry. The level of theory is wB97M-V/def2-TZVPD.

Geometry as XYZ:
```
15
Properties=species:S:1:pos:R:3:nbo_charge:R:1
C -0.59 0.41 -0.35 0.569
C -1.98 0.77 -0.61 -0.305
C 0.89 -1.34 0.51 -0.415
C 1.67 0.80 -0.12 -0.440
N -2.15 -0.54 -0.01 -0.540
N 0.59 -0.11 -0.07 -0.267
H -2.48 1.58 -0.11 0.268
H -2.25 0.80 -1.73 0.277
H 1.24 -1.13 1.48 0.234
H 1.63 -1.80 -0.05 0.241
H 0.04 -2.04 0.59 0.263
H 1.47 1.71 0.31 0.240
H 1.93 1.13 -1.14 0.255
H 2.56 0.31 0.43 0.250
H -2.58 -0.55 0.86 0.371
```

lowest unoccupied orbital energy (alpha / beta) = -5.1723 / -5.1730 eV
spin multiplicity = 1
total charge = +1

No. 3
This record from OMol25 describes a molecular structure, C22H36MnO2P2 in a non-equilibrium geometry. The level of theory is wB97M-V/def2-TZVPD.

Geometry as XYZ:
```
63
Properties=species:S:1:pos:R:3:nbo_charge:R:1
P 0.04 -1.50 -5.83 0.823
P 0.10 1.79 -5.66 0.806
C -0.34 -0.45 -7.32 -0.707
C 0.40 0.88 -7.27 -0.699
H -1.43 -0.29 -7.33 0.221
H -0.05 -1.03 -8.21 0.215
H 1.48 0.73 -7.34 0.220
H 0.06 1.56 -8.06 0.217
C -1.58 2.44 -6.05 -0.943
H -1.89 3.15 -5.27 0.239
H -2.31 1.62 -6.07 0.233
H -1.58 2.95 -7.03 0.222
C 1.20 3.19 -6.10 -0.940
H 0.86 3.66 -7.03 0.220
H 2.22 2.79 -6.24 0.233
H 1.23 3.92 -5.28 0.236
C -1.06 -2.89 -6.27 -0.942
H -1.00 -3.66 -5.49 0.236
H -0.79 -3.30 -7.26 0.217
H -2.09 -2.50 -6.31 0.235
C 1.73 -2.05 -6.30 -0.947
H 2.42 -1.20 -6.27 0.234
H 1.74 -2.50 -7.29 0.222
H 2.09 -2.78 -5.55 0.238
Mn 0.10 -0.24 -0.50 1.419
C 0.74 1.55 -1.70 -0.207
C -0.66 1.46 -1.72 -0.326
C -1.54 0.90 -2.82 -0.462
C -1.91 -0.59 -2.74 -0.449
C -0.88 -1.43 -2.06 -0.183
C 0.52 -1.36 -2.26 -0.373
C 1.27 -0.45 -3.19 -0.515
C 1.68 0.96 -2.71 -0.456
C 0.11 -1.82 0.67 -1.191
H 1.19 2.30 -1.03 0.254
H -1.20 2.08 -0.99 0.273
H -1.11 1.10 -3.82 0.234
H -2.48 1.47 -2.81 0.230
H -2.86 -0.68 -2.18 0.220
H -2.15 -0.97 -3.75 0.243
H -1.27 -2.34 -1.58 0.242
H 1.07 -2.26 -1.97 0.242
H 0.71 -0.28 -4.14 0.268
H 2.20 -0.96 -3.50 0.223
H 2.70 0.93 -2.29 0.216
H 1.76 1.60 -3.61 0.246
H 1.12 -1.77 1.09 0.210
H -0.11 -2.76 0.16 0.182
H -0.63 -1.56 1.44 0.220
O -1.13 2.25 1.67 -0.670
C -0.24 1.45 1.95 0.771
O 0.56 0.82 1.12 -0.874
C 0.03 1.06 3.40 -0.156
C 1.21 0.39 3.75 -0.169
C 1.35 -0.20 5.01 -0.225
C 0.33 -0.10 5.96 -0.209
C -0.81 0.66 5.65 -0.228
C -0.95 1.26 4.39 -0.170
H 1.99 0.28 2.99 0.225
H 2.26 -0.76 5.24 0.209
H 0.42 -0.59 6.93 0.210
H -1.61 0.75 6.39 0.209
H -1.83 1.85 4.15 0.231
```

lowest unoccupied orbital energy (alpha / beta) = -0.0569 / -0.8262 eV
⟨S²⟩ = 8.803
spin multiplicity = 6

No. 4
This record from OMol25 describes 2 unconnected molecules or ions with the total composition C5H9NO. The level of theory is wB97M-V/def2-TZVPD.

Geometry as XYZ:
```
16
Properties=species:S:1:pos:R:3:nbo_charge:R:1
C -2.13 -0.50 0.28 -0.695
C -1.24 0.33 1.17 0.173
N -0.13 -0.04 1.71 -0.633
C 0.13 1.27 -0.50 -0.054
C 1.17 0.35 -0.95 -0.130
C 2.23 -0.43 -0.33 -0.116
O 1.06 -1.05 -0.89 -0.511
H -2.43 0.12 -0.57 0.244
H -3.02 -0.82 0.82 0.225
H -1.59 -1.37 -0.10 0.226
H -1.63 1.30 1.47 0.180
H 0.09 -0.99 1.39 0.335
H 0.66 2.20 -0.20 0.132
H 1.37 0.77 -1.96 0.238
H 3.15 -0.63 -0.88 0.186
H 2.31 -0.46 0.76 0.198
```

lowest unoccupied orbital energy = -0.1494 eV
spin multiplicity = 1

One value per record, in order, for energy: -32646.45188 -7262.39383 -77386.83981 -8862.65359 eV.